Entry from the Open Molecules 2025 dataset: 2 unconnected molecules or ions with the total composition C5H9NO2 (ωB97M-V with the def2-TZVPD basis set).

## Properties
- frontier orbital gap (eV) = 9.889
- SMILES = [H]/N=C(\C)O.O=C1CC1
- multiplicity = 1
- F_max (hartree/bohr) = 0.0821

Geometry (Å):
C 0.155909 1.430500 0.266034
C 0.213134 -2.609545 0.248202
C 1.116764 -1.742417 -0.635731
C 0.844561 -1.397442 0.793812
C -0.407401 2.911548 -0.156087
N -0.541241 0.395442 0.334338
O 1.417924 1.463693 0.622423
O 1.426745 -1.015881 1.784384
H -0.923655 -2.565309 0.081689
H 0.546126 -3.544790 0.604051
H 2.089080 -2.233136 -0.540728
H 0.765748 -1.357384 -1.629306
H -1.455605 2.719737 -0.535428
H -0.477199 3.366411 0.883701
H 0.375782 3.189540 -0.864721
H -1.473608 0.608654 0.231027
H 1.710895 0.518643 0.802890

Forces on atoms 1 to 3 (eV/Å):
C -1.08 3.18 -0.28
C -3.33 1.19 0.18
C 0.45 -0.25 -0.31



Entry from the Open Molecules 2025 dataset: 2 unconnected molecules or ions with the total composition C4H11S (ωB97M-V with the def2-TZVPD basis set).

## Properties
- frontier orbital gap (eV) = 5.369
- multiplicity = 1
- F_max (hartree/bohr) = 0.0772
- net charge = -1

Geometry (Å):
C -0.454376 -4.206364 1.407894
C 0.956752 -3.987040 2.002432
H -0.483302 -4.389181 0.281646
H -1.144006 -4.988849 1.866241
H -0.860850 -3.178689 1.624078
H 1.374795 -5.024964 1.999067
H 0.573679 -3.834223 3.058353
H 1.500489 -3.129086 1.607889
C -0.810184 3.192970 0.201688
C 0.300454 2.207049 -0.247327
S 0.056052 1.655325 -1.997846
H -1.159831 3.794491 -0.675259
H -1.639478 2.677768 0.784492
H -0.676900 4.072150 0.975454
H 1.256219 2.833602 -0.259367
H 0.406489 1.442091 0.514822

Forces on atoms 1 to 3 (eV/Å):
C -0.98 1.48 -1.53
C -2.29 -2.69 1.82
H 0.11 0.36 1.41



Entry from the Open Molecules 2025 dataset: 9 unconnected molecules or ions with the total composition C58H85N9O10S3 (ωB97M-V with the def2-TZVPD basis set).

## Properties
- frontier orbital gap (eV) = 8.365
- SMILES = [H]/N=C(\C)C[C@]1([C@H](C)CC)O[C@](S)(SCC(=O)OC[C@@H](C)OC(=O)CS)[C@H](OC[C@@H](C)O)[C@@]1(CC(=O)O)C[C@H](C)O.c1cc[nH]c1.c1cc[nH]c1.c1cc[nH]c1.c1cc[nH]c1.c1cc[nH]c1.c1cc[nH]c1.c1cc[nH]c1.c1cc[nH]c1
- multiplicity = 1
- F_max (hartree/bohr) = 0.0282

Geometry (Å):
C 3.546964 -3.588521 3.520140
C 4.051266 -2.145852 3.311910
C 2.917365 -1.222353 2.787056
C 2.261358 -0.531612 3.994340
C 3.221114 -0.344927 1.534758
C 4.010106 -1.203742 0.507131
C 3.336544 -1.533797 -0.812749
C 3.666164 -0.716806 -2.039400
N 2.579416 -2.559394 -0.830528
O 1.894003 -0.213051 0.872265
C 1.248663 0.972076 1.106948
S -0.322674 0.744867 2.058269
S 0.847327 1.779771 -0.518834
C 0.208911 0.367473 -1.431917
C -1.065401 -0.218444 -0.878532
O -1.019468 -1.149635 -0.103032
O -2.219997 0.326991 -1.289494
C -3.364971 -0.522858 -1.160677
C -4.117137 -0.384884 0.178946
C -3.921317 -1.535222 1.165965
O -3.762918 0.888803 0.771761
C -4.813038 1.652381 1.140454
O -5.604369 2.105908 0.356391
C -4.955663 1.915501 2.621127
S -3.419448 1.562301 3.523838
C 2.256588 1.875686 1.853206
O 2.166677 3.196122 1.363966
C 1.891263 4.217936 2.310915
C 0.423232 4.651582 2.289016
C -0.322222 4.439740 3.615884
O 0.459150 6.044650 1.943334
C 3.620635 1.202415 1.656143
C 4.270862 1.630555 0.317572
C 4.605261 3.060082 -0.101305
O 4.910293 3.253846 -1.248607
O 4.698369 4.072877 0.769770
C 4.557722 1.653295 2.832709
C 5.634316 0.712681 3.386502
C 6.725171 1.529002 4.103454
O 6.205942 -0.096824 2.373518
H 3.161468 -3.751662 4.524196
H 2.816238 -3.862997 2.760942
H 4.392820 -4.268801 3.398200
H 4.415779 -1.801691 4.276305
H 4.900184 -2.186286 2.643783
H 2.171251 -1.910695 2.390838
H 2.655361 0.457567 4.213685
H 2.445036 -1.135929 4.883955
H 1.182521 -0.457257 3.898129
H 4.194486 -2.187228 0.927825
H 4.997342 -0.792460 0.332090
H 2.993912 0.139568 -2.113407
H 4.676887 -0.316506 -1.973047
H 3.594865 -1.337066 -2.928974
H 2.208903 -2.723561 -1.766609
H -0.174970 1.792408 2.879607
H 0.035102 0.743516 -2.440728
H 0.906837 -0.462040 -1.511246
H -3.079792 -1.562164 -1.316856
H -4.029354 -0.236946 -1.973351
H -5.177025 -0.323973 -0.071864
H -3.525700 -1.165000 2.108293
H -4.874059 -2.017163 1.385157
H -3.244854 -2.289622 0.775325
H -5.217889 2.962937 2.742025
H -5.778192 1.307930 2.994568
H -3.853586 1.880562 4.746846
H 1.914501 1.893075 2.886000
H 2.475595 5.089935 2.016921
H 2.215249 3.936479 3.316501
H -0.075290 4.114929 1.478512
H 0.183046 3.700892 4.238985
H -0.409241 5.379819 4.153036
H -1.314822 4.028294 3.427243
H -0.441426 6.381881 1.926285
H 3.644096 1.279642 -0.495037
H 5.229336 1.120240 0.257477
H 4.247702 3.882070 1.597452
H 3.929796 1.972069 3.666322
H 5.104474 2.550605 2.537537
H 5.190477 0.080662 4.144921
H 6.334107 2.492581 4.431809
H 7.582008 1.691827 3.452415
H 7.057834 1.017882 5.005569
H 6.766059 0.477596 1.839011
N -1.919806 -0.091530 -5.337830
C -1.347684 -0.953857 -4.443283
C -0.696292 -1.926113 -5.152650
C -0.880197 -1.637116 -6.532925
C -1.639724 -0.499251 -6.614115
H -2.461153 0.714905 -5.086423
H -1.453978 -0.797263 -3.386581
H -0.146180 -2.750649 -4.731474
H -0.497242 -2.198256 -7.369288
H -1.998184 0.050955 -7.467348
N -3.846467 2.257534 -7.981795
C -4.861035 2.686831 -8.792849
C -4.307911 3.436301 -9.794526
C -2.902323 3.457664 -9.583081
C -2.647562 2.722041 -8.457060
H -3.968099 1.689621 -7.164909
H -5.883835 2.422321 -8.588554
H -4.848569 3.915586 -10.592584
H -2.165990 3.959721 -10.188692
H -1.722368 2.489804 -7.956057
N -4.020537 -2.759497 -8.195019
C -4.979226 -3.696459 -8.462017
C -5.803033 -3.189487 -9.432226
C -5.319708 -1.894043 -9.763554
C -4.219062 -1.660316 -8.982832
H -3.280881 -2.853386 -7.520888
H -4.994248 -4.639109 -7.943013
H -6.656032 -3.690333 -9.857859
H -5.730636 -1.214395 -10.490879
H -3.560024 -0.812256 -8.918806
N -4.582316 -4.917486 4.984010
C -3.252581 -4.977416 4.662938
C -2.808092 -3.696205 4.481596
C -3.913061 -2.829002 4.704482
C -4.992294 -3.611839 5.013298
H -5.168268 -5.708381 5.166886
H -2.740272 -5.921203 4.590823
H -1.804184 -3.408939 4.217255
H -3.911708 -1.752929 4.642604
H -6.010690 -3.354257 5.248974
N 3.491452 -7.068480 4.038048
C 2.257932 -7.488192 4.452321
C 2.398281 -8.033710 5.700265
C 3.772539 -7.937117 6.052049
C 4.419535 -7.335649 5.005883
H 3.684679 -6.627483 3.158488
H 1.389871 -7.361153 3.828908
H 1.605403 -8.453411 6.295872
H 4.231317 -8.269489 6.967790
H 5.454929 -7.075309 4.869802
N 0.922210 4.288436 -9.748573
C 1.268430 4.862098 -10.941456
C 2.071581 5.936807 -10.670731
C 2.216023 6.013004 -9.258127
C 1.495395 4.982391 -8.718272
H 0.334812 3.482176 -9.646033
H 0.916358 4.458525 -11.874986
H 2.507976 6.595470 -11.402287
H 2.783700 6.740849 -8.703774
H 1.343154 4.685668 -7.695047
N 6.628210 7.426983 3.005906
C 6.158148 8.214019 4.021301
C 4.792534 8.129158 4.016447
C 4.425362 7.255454 2.955220
C 5.582519 6.833550 2.352277
H 7.595212 7.305448 2.771434
H 6.830827 8.766372 4.654247
H 4.128292 8.640841 4.692266
H 3.424370 6.982768 2.667676
H 5.751822 6.176204 1.517009
N -7.540349 -6.966776 6.597066
C -7.823961 -5.691136 7.012422
C -9.158304 -5.638864 7.309805
C -9.701176 -6.929516 7.063049
C -8.678939 -7.726045 6.626236
H -6.638743 -7.302563 6.317927
H -7.057480 -4.936499 7.066735
H -9.688130 -4.772371 7.667274
H -10.724555 -7.236700 7.195203
H -8.662978 -8.762558 6.337732

Forces on atoms 1 to 3 (eV/Å):
C 0.62 0.11 -0.16
C -0.31 -0.32 -0.09
C 0.46 0.08 0.60